[1]
{
  "formula": "C5H37NO14",
  "method": "ωB97M-V with the def2-TZVPD basis set",
  "species": ["C", "C", "N", "C", "C", "C", "H", "H", "H", "H", "H", "H", "H", "H", "H", "H", "H", "O", "H", "H", "O", "H", "H", "O", "H", "H", "O", "H", "H", "O", "H", "H", "O", "H", "H", "O", "H", "H", "O", "H", "H", "O", "H", "H", "O", "H", "H", "O", "H", "H", "O", "H", "H", "O", "H", "H", "O"],
  "positions_angstrom": [[-0.262, -1.617, -2.668], [0.081, -0.526, -1.957], [0.166, -0.552, -0.586], [0.469, 0.531, 0.340], [-0.705, 1.420, 2.312], [-0.640, 0.458, 1.399], [-0.583, -2.545, -2.209], [-0.139, -1.651, -3.735], [0.717, 0.226, -2.443], [0.203, -1.452, -0.142], [0.307, 1.470, -0.210], [1.483, 0.552, 0.693], [-1.604, 1.638, 2.881], [0.102, 2.135, 2.477], [-1.504, -0.127, 1.169], [0.533, -3.645, 0.311], [1.766, -3.514, -0.723], [1.370, -3.229, 0.100], [-2.513, -1.643, -1.802], [-3.761, -2.541, -1.561], [-2.860, -2.373, -1.267], [2.464, -1.559, -0.944], [3.797, -1.804, -0.354], [3.388, -1.355, -1.121], [2.069, 0.715, 3.129], [3.228, 0.818, 2.022], [3.008, 0.672, 2.944], [-0.291, -2.576, 2.634], [0.887, -2.338, 1.716], [0.322, -1.891, 2.363], [-1.920, -1.928, 1.657], [-3.206, -2.458, 1.010], [-2.828, -2.182, 1.858], [0.625, 3.425, -2.522], [1.577, 2.250, -2.499], [1.383, 3.033, -2.952], [-4.710, -0.362, 0.797], [-3.510, -0.783, 1.611], [-4.055, 0.037, 1.377], [2.844, -2.797, 1.641], [3.384, -1.532, 2.371], [3.320, -1.975, 1.515], [-1.506, 3.189, 0.787], [-2.002, 3.069, -0.567], [-2.355, 3.139, 0.333], [-2.721, 0.231, -0.904], [-3.317, 1.146, -0.035], [-3.315, 0.990, -1.007], [3.611, 1.533, -1.732], [3.293, 0.441, -0.778], [3.015, 1.362, -0.993], [-2.355, 2.154, -2.277], [-0.980, 1.615, -2.023], [-1.432, 2.446, -2.215], [2.399, 2.990, -0.075], [1.766, 3.979, 0.743], [1.500, 3.292, 0.113]],
  "lowdin_charge": [-0.015, -0.238, -0.032, -0.180, 0.003, -0.163, 0.041, 0.049, 0.122, 0.073, 0.090, 0.077, 0.073, 0.066, 0.056, 0.075, 0.080, -0.048, 0.013, 0.059, -0.057, 0.001, 0.040, -0.057, 0.027, 0.025, -0.038, 0.050, -0.006, -0.020, 0.016, 0.048, -0.027, 0.017, -0.056, -0.032, 0.042, -0.009, -0.090, 0.027, 0.047, -0.055, 0.014, -0.006, -0.064, 0.009, 0.024, -0.087, 0.071, 0.023, -0.074, 0.043, 0.002, -0.061, 0.016, 0.058, -0.064],
  "max_force_ev_per_a": 2.7,
  "energy_ev": -35938.8046
}

[2]
{
  "formula": "C5H38N2O13",
  "method": "ωB97M-V with the def2-TZVPD basis set",
  "species": ["C", "N", "C", "C", "C", "O", "C", "N", "H", "H", "H", "H", "H", "H", "H", "H", "H", "H", "H", "H", "H", "H", "H", "H", "O", "H", "H", "O", "H", "H", "O", "H", "H", "O", "H", "H", "O", "H", "H", "O", "H", "H", "O", "H", "H", "O", "H", "H", "O", "H", "H", "O", "H", "H", "O", "H", "H", "O"],
  "positions_angstrom": [[1.592, -0.114, 1.146], [1.134, -0.797, -0.022], [0.960, 0.084, -1.186], [0.588, -0.789, -2.425], [0.223, 0.029, -3.721], [-0.744, -1.403, -2.121], [1.431, -1.021, 2.438], [0.206, -0.852, 3.177], [2.637, 0.105, 1.026], [1.089, 0.860, 1.332], [0.244, -1.158, 0.222], [0.187, 0.884, -0.945], [1.934, 0.655, -1.471], [1.243, -1.582, -2.552], [1.081, -0.055, -4.476], [-0.159, 1.000, -3.402], [-0.588, -0.504, -4.228], [-0.578, -2.275, -1.582], [2.241, -0.950, 3.135], [1.534, -2.062, 2.030], [-0.609, -1.281, 2.690], [-0.106, 0.098, 3.115], [-1.340, -3.217, 0.340], [-0.610, -4.252, -0.476], [-0.716, -3.248, -0.380], [-1.872, 1.761, 1.855], [-2.787, 0.696, 1.488], [-2.826, 1.598, 1.898], [-1.871, -0.797, -0.137], [-1.199, -0.002, 1.039], [-1.894, -0.587, 0.790], [-0.128, 3.792, -2.230], [-0.883, 2.764, -1.521], [-0.056, 3.254, -1.529], [-1.796, -2.641, 2.097], [-1.550, -3.799, 2.931], [-1.644, -3.568, 2.024], [2.605, 3.860, 0.367], [1.552, 2.989, -0.155], [1.952, 3.142, 0.729], [0.188, 3.974, 0.289], [-1.379, 4.204, 0.258], [-0.595, 4.515, 0.744], [-2.425, -1.242, -1.976], [-4.016, -1.253, -1.768], [-3.184, -0.860, -1.524], [-2.562, 0.901, -0.740], [-2.953, 2.086, 0.034], [-2.286, 1.732, -0.576], [0.525, 2.450, 3.160], [-0.269, 3.226, 2.013], [-0.013, 2.295, 2.422], [2.670, -2.424, -0.371], [1.666, -3.469, 0.186], [2.589, -3.356, -0.034], [4.273, -1.557, -0.661], [3.494, -0.484, -1.344], [3.798, -1.352, -1.422]],
  "lowdin_charge": [-0.221, -0.087, -0.161, -0.294, -0.022, -0.168, -0.227, 0.014, 0.101, 0.078, 0.050, 0.110, 0.144, 0.109, 0.100, 0.061, 0.071, 0.064, 0.093, 0.110, 0.039, 0.029, 0.003, 0.137, -0.051, -0.008, 0.016, -0.088, 0.006, 0.021, -0.038, 0.006, 0.025, -0.011, 0.005, 0.059, -0.012, 0.121, 0.009, -0.100, 0.053, 0.039, -0.115, 0.008, 0.063, -0.039, -0.061, 0.062, -0.023, 0.027, 0.078, -0.099, -0.004, -0.014, -0.093, 0.024, -0.008, 0.009],
  "max_force_ev_per_a": 5.4,
  "energy_ev": -35397.7778
}

[3]
{
  "formula": "C5H38NO14S",
  "method": "ωB97M-V with the def2-TZVPD basis set",
  "species": ["C", "N", "C", "C", "S", "C", "O", "C", "H", "H", "H", "H", "H", "H", "H", "H", "H", "H", "H", "H", "H", "H", "O", "H", "H", "O", "H", "H", "O", "H", "H", "O", "H", "H", "O", "H", "H", "O", "H", "H", "O", "H", "H", "O", "H", "H", "O", "H", "H", "O", "H", "H", "O", "H", "H", "O", "H", "H", "O"],
  "positions_angstrom": [[-1.867, -0.407, -0.146], [-1.971, 0.979, 0.408], [-0.674, 1.723, 0.341], [-0.936, 3.088, 1.106], [-1.779, 4.362, 0.045], [0.498, 1.163, 1.050], [1.203, 0.318, 0.099], [-3.257, -0.963, -0.626], [-1.343, -1.044, 0.559], [-1.180, -0.409, -1.031], [-2.424, 0.854, 1.272], [-0.368, 1.983, -0.646], [-1.503, 2.834, 2.098], [-0.064, 3.582, 1.432], [-1.232, 4.244, -1.266], [0.260, 0.482, 1.799], [1.224, 1.864, 1.448], [-2.947, -1.442, -1.577], [-3.752, -1.780, -0.077], [-3.944, -0.150, -0.754], [-2.638, 2.222, -2.919], [-3.329, 1.986, -1.548], [-3.434, 2.296, -2.554], [2.433, -2.141, 1.856], [1.671, -1.415, 3.007], [1.676, -2.284, 2.725], [-0.942, -3.178, 1.310], [-0.344, -2.758, 2.564], [-1.181, -3.128, 2.273], [-0.071, -0.403, -4.264], [0.307, -1.725, -4.636], [-0.382, -1.213, -4.211], [-0.506, -0.770, 3.151], [-1.906, -1.272, 3.288], [-1.334, -0.516, 3.479], [1.527, 0.949, -1.439], [2.882, 0.971, -2.282], [1.867, 1.175, -2.294], [0.529, 2.354, -2.815], [0.519, 3.290, -3.843], [0.061, 3.096, -3.037], [2.693, 1.802, 2.787], [3.418, 1.169, 3.808], [2.924, 0.842, 3.102], [3.504, -0.447, 1.504], [2.012, -0.302, 0.520], [3.091, -1.113, 0.905], [0.746, -2.275, 0.636], [1.784, -3.003, -0.425], [0.874, -2.804, -0.148], [4.460, -1.005, -0.850], [3.781, -0.051, -0.007], [4.424, -0.097, -0.746], [-3.476, -2.781, 1.605], [-3.881, -1.290, 1.807], [-3.919, -2.125, 2.220], [2.334, -2.458, -3.056], [1.772, -1.078, -3.277], [2.110, -1.802, -3.726]],
  "lowdin_charge": [-0.231, -0.013, -0.352, -0.483, 0.632, -0.211, -0.178, -0.065, 0.072, 0.120, 0.078, 0.105, 0.121, 0.017, -0.117, 0.080, 0.095, 0.080, 0.043, 0.055, -0.084, 0.082, -0.074, 0.108, -0.065, -0.163, 0.047, -0.014, -0.077, -0.065, 0.024, 0.001, -0.039, 0.013, -0.036, -0.036, 0.101, -0.094, -0.076, 0.035, -0.027, 0.108, 0.003, -0.040, 0.013, 0.032, -0.326, -0.022, 0.048, -0.057, -0.020, -0.031, -0.081, 0.059, -0.020, -0.068, 0.053, -0.029, -0.030],
  "max_force_ev_per_a": 7.7,
  "total_charge": -1,
  "energy_ev": -46791.0017
}

[4]
{
  "formula": "C5H38NO15",
  "method": "ωB97M-V with the def2-TZVPD basis set",
  "species": ["O", "C", "C", "C", "C", "C", "N", "H", "H", "H", "H", "H", "H", "H", "H", "H", "H", "H", "H", "O", "H", "H", "O", "H", "H", "O", "H", "H", "O", "H", "H", "O", "H", "H", "O", "H", "H", "O", "H", "H", "O", "H", "H", "O", "H", "H", "O", "H", "H", "O", "H", "H", "O", "H", "H", "O", "H", "H", "O"],
  "positions_angstrom": [[0.660, -1.148, -1.642], [1.673, -0.521, -1.904], [1.631, 0.810, -2.518], [1.123, 1.875, -1.505], [2.001, 1.749, -0.182], [1.212, 2.022, 2.127], [1.059, 1.516, 0.968], [2.643, -0.944, -1.956], [2.659, 0.957, -2.857], [0.836, 0.873, -3.331], [1.171, 2.965, -1.624], [0.099, 1.583, -1.303], [2.714, 0.922, -0.282], [2.604, 2.680, 0.062], [0.402, 2.145, 2.876], [2.267, 2.290, 2.385], [0.158, 1.087, 0.687], [1.366, 0.051, 4.179], [1.112, -0.706, 2.772], [1.397, 0.101, 3.209], [4.738, 2.127, 2.300], [4.228, 1.084, 3.165], [4.200, 2.061, 3.101], [-1.096, 0.925, -5.069], [-1.394, 1.897, -3.698], [-0.936, 1.228, -4.184], [-0.655, -1.463, 1.748], [-0.900, -1.679, 0.265], [-0.654, -1.000, 0.895], [-1.236, 4.980, -0.298], [-1.671, 3.938, 0.620], [-0.973, 4.091, -0.030], [-2.378, -4.257, -1.478], [-3.371, -3.668, -2.581], [-3.281, -4.194, -1.785], [5.623, -1.734, 0.216], [4.135, -1.375, 0.389], [5.012, -0.999, 0.281], [-1.146, -2.903, 2.859], [0.304, -3.150, 3.083], [-0.343, -2.431, 3.109], [-1.911, 0.213, 0.566], [-2.789, 1.563, 0.073], [-1.909, 1.220, 0.461], [-4.789, 2.508, -0.555], [-5.095, 1.856, 0.844], [-4.399, 2.050, 0.216], [0.618, -2.865, -1.418], [0.926, -4.206, -2.007], [0.595, -3.828, -1.177], [-0.552, -4.084, 0.455], [-0.834, -5.391, 0.796], [-0.957, -4.556, 1.268], [-1.714, 3.312, -1.258], [-2.250, 2.052, -1.456], [-2.146, 2.835, -2.017], [-3.447, -2.878, 0.793], [-3.439, -1.453, 0.881], [-2.899, -2.134, 0.465]],
  "lowdin_charge": [0.047, -0.234, -0.138, -0.122, -0.092, 0.083, 0.033, 0.117, 0.122, 0.117, 0.121, 0.080, 0.102, 0.146, 0.137, 0.096, 0.103, 0.098, 0.037, -0.040, 0.051, 0.057, -0.062, 0.047, -0.002, -0.038, -0.001, 0.025, -0.084, 0.084, 0.069, -0.029, 0.003, 0.039, -0.047, 0.042, 0.020, -0.056, 0.048, 0.077, -0.046, 0.038, 0.015, -0.140, 0.087, 0.067, -0.039, 0.003, 0.061, -0.077, 0.037, 0.049, -0.090, -0.015, 0.004, -0.082, 0.075, 0.049, -0.054],
  "max_force_ev_per_a": 3.1,
  "total_charge": 1,
  "energy_ev": -37996.7944
}

[5]
{
  "formula": "C5H39N3O12",
  "method": "ωB97M-V with the def2-TZVPD basis set",
  "species": ["C", "C", "C", "C", "N", "N", "C", "N", "H", "H", "H", "H", "H", "H", "H", "H", "H", "H", "H", "H", "H", "H", "H", "H", "H", "O", "H", "H", "O", "H", "H", "O", "H", "H", "O", "H", "H", "O", "H", "H", "O", "H", "H", "O", "H", "H", "O", "H", "H", "O", "H", "H", "O", "H", "H", "O", "H", "H", "O"],
  "positions_angstrom": [[0.388, -1.109, 1.920], [-0.279, 0.281, 1.775], [-1.788, 0.062, 1.876], [-2.481, -0.765, 0.811], [-2.693, -0.194, -0.523], [-0.032, 0.888, 0.452], [1.250, 1.563, 0.431], [1.708, 1.940, -0.929], [1.468, -1.033, 1.776], [0.151, -1.458, 2.926], [0.020, -1.873, 1.235], [0.131, 0.871, 2.592], [-2.277, 1.039, 1.932], [-2.087, -0.372, 2.839], [-3.461, -1.084, 1.174], [-2.081, -1.763, 0.581], [-3.165, 0.702, -0.457], [-1.861, 0.013, -1.064], [-0.024, 0.091, -0.170], [2.057, 0.884, 0.738], [1.247, 2.490, 0.982], [1.393, 1.231, -1.579], [1.117, 2.712, -1.241], [3.189, -0.595, -1.366], [2.752, -0.211, -2.878], [2.584, -0.761, -2.111], [3.713, -1.473, 1.247], [4.566, -2.240, 0.260], [3.846, -2.356, 0.885], [4.943, 0.835, -0.989], [3.519, 1.297, -0.581], [4.173, 0.588, -0.469], [-3.514, 1.849, -2.395], [-2.109, 2.244, -2.220], [-3.010, 2.498, -1.932], [-2.570, 3.584, 3.781], [-2.146, 3.417, 2.411], [-2.540, 2.878, 3.122], [-0.673, 0.626, -3.143], [-1.268, 1.489, -4.295], [-0.880, 1.545, -3.419], [-2.115, -2.192, -2.030], [-1.277, -3.521, -2.023], [-1.751, -2.890, -2.595], [0.442, 1.352, 4.849], [-0.957, 1.667, 4.311], [-0.382, 1.789, 5.079], [-0.648, -5.410, -1.133], [0.456, -4.361, -0.821], [-0.498, -4.525, -0.791], [2.916, -3.378, -0.808], [2.092, -2.659, -1.853], [2.324, -3.550, -1.550], [-0.894, 2.889, 0.675], [-2.069, 3.802, 0.399], [-1.205, 3.796, 0.831], [-0.414, -1.674, -2.259], [0.839, -0.729, -2.123], [-0.139, -0.735, -2.144]],
  "lowdin_charge": [-0.032, -0.368, -0.168, -0.261, 0.007, -0.017, -0.274, 0.024, 0.054, 0.089, 0.071, 0.117, 0.083, 0.122, 0.111, 0.100, 0.049, 0.013, 0.073, 0.095, 0.122, 0.035, 0.087, 0.024, 0.085, -0.064, 0.026, 0.043, -0.045, 0.070, 0.008, -0.067, 0.016, -0.002, -0.073, 0.055, 0.003, -0.073, 0.009, 0.058, -0.067, 0.021, -0.007, -0.069, 0.023, -0.006, -0.061, 0.065, 0.027, -0.048, 0.010, 0.004, -0.054, 0.009, 0.053, -0.055, 0.038, 0.007, -0.094],
  "max_force_ev_per_a": 2.2,
  "energy_ev": -34859.6093
}

[6]
{
  "formula": "C5H3ClOS",
  "method": "ωB97M-V with the def2-TZVPD basis set",
  "species": ["C", "C", "S", "C", "C", "Cl", "C", "O", "H", "H", "H"],
  "positions_angstrom": [[-1.561, 1.458, 1.763], [-0.915, 0.924, 0.727], [-1.216, 1.334, -0.993], [0.096, 0.217, -1.376], [0.565, -0.549, -0.383], [1.847, -1.744, -0.710], [0.013, -0.239, 0.941], [0.272, -0.762, 1.989], [-2.243, 2.288, 1.664], [-1.460, 1.079, 2.776], [0.397, 0.154, -2.415]],
  "lowdin_charge": [0.058, -0.502, 0.971, -0.404, -0.637, 0.638, -0.465, 0.109, 0.067, 0.086, 0.080],
  "max_force_ev_per_a": 1.7,
  "energy_ev": -30637.5481
}